Record 1
Formula: C39H72O15
Source: the Open Molecules 2025 dataset
Level of theory: wB97M-V/def2-TZVPD

Properties
- ΔE to the lowest compared entry with this formula, charge and spin: 102.9 kcal per mole
- Electronic energy: -2657.55563 hartree
- HOMO: -0.3454 Ha
- Lowest unoccupied orbital energy: 0.21 eV

```
! wB97M-V def2-TZVPD RIJCOSX def2/J DEFGRID3
* xyz 0 1
C -18.698 -9.689 0.190
O -18.040 -9.956 -1.041
C -16.969 -9.210 -1.291
O -16.697 -8.099 -0.853
O -16.197 -9.859 -2.139
C -15.174 -9.188 -2.886
H -18.010 -9.765 1.032
H -19.671 -10.156 0.349
H -18.894 -8.617 0.212
H -15.686 -8.417 -3.462
H -14.674 -9.759 -3.668
H -14.458 -8.648 -2.266
O -16.325 -7.854 4.619
C -16.668 -6.979 3.791
C -17.902 -6.964 2.850
C -17.727 -5.605 2.082
C -16.393 -5.074 2.416
O -15.970 -5.821 3.555
H -17.649 -7.674 2.063
H -18.837 -6.985 3.409
H -17.870 -5.639 1.002
H -18.482 -4.908 2.445
H -15.792 -5.345 1.548
H -16.369 -4.007 2.633
O -15.811 -1.706 -1.695
C -16.268 -2.822 -1.947
C -16.692 -3.446 -3.315
C -16.437 -4.905 -3.074
C -16.432 -5.094 -1.506
O -16.274 -3.731 -1.016
H -17.733 -3.169 -3.151
H -16.362 -3.005 -4.255
H -17.298 -5.362 -3.562
H -15.561 -5.254 -3.619
H -17.289 -5.574 -1.033
H -15.587 -5.713 -1.206
O -13.429 -10.044 0.622
C -12.919 -8.948 0.528
C -13.461 -7.729 1.217
C -12.949 -6.728 0.193
C -11.528 -7.182 -0.141
O -11.738 -8.622 -0.170
H -14.529 -7.926 1.304
H -12.987 -7.797 2.196
H -13.581 -6.655 -0.692
H -12.876 -5.675 0.461
H -11.244 -6.707 -1.080
H -10.720 -6.833 0.501
C -11.375 -11.727 -4.223
C -11.088 -10.757 -5.383
C -12.037 -9.730 -5.129
O -11.846 -9.520 -3.734
C -11.429 -10.753 -3.038
H -10.608 -12.500 -4.177
H -12.309 -12.268 -4.374
H -11.252 -11.064 -6.416
H -10.097 -10.342 -5.197
H -13.052 -9.896 -5.490
H -11.647 -8.821 -5.587
H -12.053 -11.170 -2.248
H -10.419 -10.749 -2.628
C -19.294 -12.942 2.169
C -17.845 -13.009 1.774
C -17.118 -12.927 3.103
O -18.080 -12.516 4.007
C -19.280 -12.076 3.361
H -19.684 -13.880 2.566
H -19.978 -12.654 1.371
H -17.689 -12.084 1.218
H -17.518 -13.941 1.313
H -16.236 -12.313 2.923
H -16.728 -13.894 3.421
H -19.221 -11.030 3.060
H -20.153 -12.282 3.979
C -23.210 -7.255 1.208
C -23.616 -8.152 -0.048
C -22.342 -8.618 -0.687
O -21.309 -8.415 0.291
C -21.668 -7.298 1.178
H -23.633 -7.774 2.068
H -23.500 -6.209 1.305
H -24.228 -7.630 -0.783
H -24.144 -9.030 0.324
H -21.970 -8.077 -1.557
H -22.465 -9.687 -0.861
H -21.255 -6.435 0.656
H -21.177 -7.290 2.151
C -15.013 -7.307 -6.062
C -15.254 -8.146 -7.363
C -14.922 -7.285 -8.524
O -15.295 -6.005 -8.098
C -15.024 -5.885 -6.684
H -14.065 -7.527 -5.570
H -15.804 -7.441 -5.323
H -16.338 -8.263 -7.374
H -14.860 -9.159 -7.292
H -15.671 -7.456 -9.297
H -13.970 -7.374 -9.046
H -15.665 -5.047 -6.412
H -14.015 -5.478 -6.627
C -19.637 -8.551 -3.893
C -20.126 -7.804 -5.103
C -18.956 -7.940 -6.091
O -18.387 -9.169 -5.798
C -18.671 -9.549 -4.500
H -20.473 -8.891 -3.283
H -19.046 -7.919 -3.229
H -20.434 -6.832 -4.716
H -20.939 -8.363 -5.568
H -18.142 -7.221 -5.999
H -19.258 -7.864 -7.135
H -17.769 -9.927 -4.019
H -19.257 -10.428 -4.768
C -22.889 -12.725 -1.004
C -21.383 -12.771 -1.464
C -21.437 -12.019 -2.816
O -22.881 -11.875 -3.126
C -23.715 -11.912 -1.990
H -23.004 -12.398 0.030
H -23.245 -13.753 -1.075
H -21.021 -13.769 -1.708
H -20.726 -12.252 -0.766
H -20.864 -12.441 -3.642
H -20.917 -11.086 -2.601
H -24.712 -12.269 -2.249
H -23.942 -10.951 -1.529
*
```

---

Record 2
Formula: C39H78F3N9O6
Source: the Open Molecules 2025 dataset
Level of theory: wB97M-V/def2-TZVPD

Properties
- ΔE to the lowest compared entry with this formula, charge and spin: 12.6 kcal per mole
- <S²>: 3.76
- Electronic energy: -2776.18457 hartree
- HOMO (alpha / beta): -0.3532 / -0.3915 Ha
- Lowest unoccupied orbital energy (alpha / beta): -2.77 / -2.77 eV

```
! wB97M-V def2-TZVPD RIJCOSX def2/J DEFGRID3
* xyz 1 4
N 4.227 -2.938 -3.495
C 3.681 -1.959 -4.084
N 4.467 -1.065 -4.842
N 2.311 -1.641 -4.046
C 1.524 -1.954 -5.261
C 1.630 -0.930 -6.384
C 0.608 0.211 -6.292
C 0.509 0.834 -4.906
N 1.035 2.240 -4.843
C 0.561 2.951 -3.616
O 1.609 3.223 -2.715
C 2.389 2.069 -2.555
N 3.182 1.918 -3.803
C 2.420 2.250 -4.888
N 3.034 2.592 -5.997
O 2.311 3.002 -7.094
C 4.476 2.606 -6.126
C 5.107 3.865 -5.504
O 5.809 3.471 -4.351
C 7.080 4.059 -4.153
C 7.925 3.058 -3.368
F 7.180 2.302 -2.535
F 8.561 2.216 -4.217
F 8.862 3.700 -2.644
H 3.536 -3.539 -3.059
H 5.306 -1.539 -5.135
H 4.693 -0.252 -4.290
H 1.882 -2.043 -3.229
H 0.489 -2.037 -4.941
H 1.827 -2.932 -5.631
H 1.443 -1.463 -7.314
H 2.639 -0.540 -6.472
H 0.864 0.979 -7.015
H -0.365 -0.164 -6.592
H -0.533 0.896 -4.616
H 1.001 0.231 -4.150
H -0.204 2.358 -3.120
H 0.130 3.906 -3.893
H 3.089 2.252 -1.752
H 1.784 1.186 -2.378
H 3.966 2.566 -3.734
H 2.226 2.224 -7.660
H 4.880 1.723 -5.644
H 4.727 2.546 -7.177
H 5.722 4.393 -6.225
H 4.295 4.545 -5.237
H 6.992 4.964 -3.559
H 7.579 4.231 -5.100
C -0.898 4.194 1.436
C -1.387 2.784 1.867
C -1.508 2.679 3.391
C -0.169 2.604 4.118
C 0.681 1.477 3.543
C 0.866 1.582 2.032
N -0.461 1.725 1.353
O -1.054 0.580 1.287
C 1.817 2.754 1.726
C 1.557 0.329 1.508
C -2.770 2.586 1.259
H -1.671 4.718 0.876
H -0.635 4.818 2.290
H -0.036 4.149 0.776
H -2.085 1.783 3.639
H -2.088 3.530 3.752
H 0.359 3.561 4.053
H -0.343 2.423 5.179
H 1.660 1.466 4.026
H 0.204 0.526 3.784
H 1.900 2.926 0.650
H 2.813 2.513 2.096
H 1.535 3.692 2.199
H 1.018 -0.578 1.773
H 2.556 0.264 1.937
H 1.653 0.365 0.419
H -2.725 2.593 0.167
H -3.412 3.406 1.579
H -3.235 1.655 1.578
C -4.659 -0.400 -2.446
C -3.790 -1.655 -2.732
C -4.666 -2.881 -3.004
C -5.346 -3.437 -1.761
C -4.315 -3.714 -0.672
C -3.455 -2.494 -0.339
N -2.856 -1.923 -1.590
O -1.824 -2.597 -1.974
C -4.308 -1.450 0.403
C -2.361 -2.902 0.638
C -2.993 -1.364 -3.993
H -4.539 0.345 -3.233
H -5.721 -0.637 -2.383
H -4.371 0.098 -1.524
H -4.048 -3.668 -3.447
H -5.412 -2.614 -3.755
H -6.112 -2.745 -1.400
H -5.869 -4.361 -2.014
H -4.815 -4.047 0.239
H -3.668 -4.536 -0.992
H -3.740 -0.531 0.560
H -4.583 -1.841 1.382
H -5.238 -1.202 -0.105
H -1.753 -3.725 0.265
H -2.824 -3.235 1.566
H -1.707 -2.060 0.872
H -2.311 -0.523 -3.843
H -3.682 -1.102 -4.796
H -2.414 -2.224 -4.327
C -0.005 -2.839 8.644
C -0.942 -1.674 8.224
C -2.405 -2.007 8.535
C -3.015 -3.048 7.600
C -2.838 -2.625 6.143
C -1.381 -2.332 5.789
N -0.789 -1.369 6.768
O -1.143 -0.157 6.496
C -0.595 -3.655 5.741
C -1.289 -1.727 4.398
C -0.534 -0.457 9.044
H 0.656 -2.532 9.453
H -0.558 -3.712 8.989
H 0.650 -3.154 7.836
H -2.999 -1.089 8.470
H -2.470 -2.345 9.570
H -2.567 -4.030 7.774
H -4.078 -3.157 7.821
H -3.217 -3.401 5.474
H -3.442 -1.731 5.959
H 0.470 -3.469 5.598
H -0.942 -4.251 4.897
H -0.720 -4.270 6.628
H -1.904 -0.835 4.296
H -1.630 -2.444 3.652
H -0.257 -1.465 4.165
H 0.486 -0.152 8.809
H -0.578 -0.719 10.101
H -1.194 0.393 8.883
*
```